Record 1
Molecular formula: C2H6NS
Method: DFT, ωB97M-V/def2-TZVPD

CARTESIAN COORDINATES (ANGSTROEM)
H  2.366  2.209  1.129
H  -0.641  0.435  1.292
S  2.645  0.894  1.270
H  -2.366  -0.094  -1.056
H  0.644  -0.880  -0.821
N  -0.359  -0.468  0.922
H  0.465  -0.804  1.390
C  -0.322  -0.532  -0.469
C  -1.339  -0.318  -1.303
H  -1.093  -0.441  -2.353

strongest force on any atom: 1.139 eV/Å
energy above the lowest of the compared OMol25 structures with the same formula, charge and spin: 50.4 kJ/mol
LUMO: 4.12 eV
frontier orbital gap: 6.78 eV
E_tot: -14496.91965 eV
total charge: -1



Record 2
Molecular formula: C2H6NS2
Method: DFT, ωB97M-V/def2-TZVPD

CARTESIAN COORDINATES (ANGSTROEM)
S  -0.899  -1.098  0.606
H  1.190  0.334  -1.834
H  -1.344  1.106  -0.411
H  -0.476  0.037  2.673
C  -0.439  0.426  -0.362
C  0.194  -0.364  1.816
H  -0.419  0.289  -2.515
S  0.720  1.143  0.917
H  1.148  -0.819  2.236
H  0.145  -1.029  -1.493
N  0.179  -0.026  -1.634

strongest force on any atom: 3.878 eV/Å
energy above the lowest of the compared OMol25 structures with the same formula, charge and spin: 82.4 kJ/mol
LUMO: -4.37 eV
frontier orbital gap: 9.33 eV
E_tot: -25323.36775 eV
total charge: +1



Record 3
Molecular formula: C2H6O
Method: DFT, ωB97M-V/def2-TZVPD

CARTESIAN COORDINATES (ANGSTROEM)
H  -0.608  -3.114  3.506
H  1.287  0.803  -0.979
H  -0.605  2.984  -2.002
C  0.360  2.527  -1.848
C  0.408  1.287  -1.388
H  1.182  3.207  -2.027
O  -0.342  -3.991  3.190
H  -1.175  -4.418  2.949
H  -0.508  0.713  -1.400

strongest force on any atom: 0.584 eV/Å
energy above the lowest of the compared OMol25 structures with the same formula, charge and spin: 79.3 kJ/mol
LUMO: 0.96 eV
frontier orbital gap: 11.08 eV
SMILES: C=C.O
E_tot: -4217.64542 eV



Record 4
Molecular formula: C2H6O2
Method: DFT, ωB97M-V/def2-TZVPD

CARTESIAN COORDINATES (ANGSTROEM)
C  1.419  -0.392  -1.413
H  -0.089  1.167  1.288
C  -0.453  -0.311  0.096
H  0.699  -1.043  -1.930
H  -0.991  -0.285  -0.861
H  -0.550  -1.291  0.561
O  0.914  0.012  -0.128
H  1.588  0.526  -1.977
O  -0.898  0.719  0.922
H  2.405  -0.899  -1.299

strongest force on any atom: 1.496 eV/Å
energy above the lowest of the compared OMol25 structures with the same formula, charge and spin: 102.4 kJ/mol
LUMO: 1.03 eV
frontier orbital gap: 11.04 eV
SMILES: COCO
E_tot: -6265.19341 eV



Record 5
Molecular formula: C2H6O2
Method: DFT, ωB97M-V/def2-TZVPD

CARTESIAN COORDINATES (ANGSTROEM)
H  0.683  0.305  -1.831
H  -1.173  -1.165  1.518
H  1.426  -0.425  0.754
H  0.239  -1.468  -0.208
O  -0.956  0.428  -0.511
H  0.329  1.909  -1.244
O  -0.311  -0.736  1.651
H  -1.102  0.970  0.275
C  0.435  0.839  -0.900
C  0.430  -0.656  0.496

strongest force on any atom: 3.002 eV/Å
energy above the lowest of the compared OMol25 structures with the same formula, charge and spin: 492.7 kJ/mol
LUMO: 0.75 eV
frontier orbital gap: 8.41 eV
E_tot: -6261.14812 eV



Record 6
Molecular formula: C2H6O2P
Method: DFT, ωB97M-V/def2-TZVPD

CARTESIAN COORDINATES (ANGSTROEM)
H  -0.774  1.196  -1.751
C  -0.795  -1.575  0.774
H  0.559  2.258  -0.823
C  0.212  1.217  -1.202
H  -1.044  -2.452  0.003
H  -1.752  -1.186  1.119
O  1.709  -1.060  -0.145
O  0.639  0.474  1.632
H  1.002  0.887  -1.887
P  0.401  -0.433  0.206
H  -0.157  0.674  2.074

strongest force on any atom: 2.788 eV/Å
energy above the lowest of the compared OMol25 structures with the same formula, charge and spin: 210.8 kJ/mol
LUMO: 4.24 eV
frontier orbital gap: 7.03 eV
SMILES: C=[P@](C)([O-])O
E_tot: -15555.42738 eV
total charge: -1



Record 7
Molecular formula: C2H6O2S
Method: DFT, ωB97M-V/def2-TZVPD

CARTESIAN COORDINATES (ANGSTROEM)
C  1.079  1.270  1.013
O  -0.420  -1.623  -0.956
O  -0.423  0.103  -2.395
S  -0.167  0.399  1.961
H  -0.859  -1.003  -0.347
H  2.008  0.781  1.314
H  1.267  2.299  1.318
H  -1.178  1.231  1.952
H  0.840  1.215  -0.038
C  0.058  -0.915  -2.003
H  1.002  -1.331  -2.366

strongest force on any atom: 1.090 eV/Å
energy above the lowest of the compared OMol25 structures with the same formula, charge and spin: 25.3 kJ/mol
LUMO: 0.76 eV
frontier orbital gap: 10.29 eV
SMILES: O=CO.CS
E_tot: -17101.25868 eV



Record 8
Molecular formula: C2H6O2SSi
Method: DFT, ωB97M-V/def2-TZVPD

CARTESIAN COORDINATES (ANGSTROEM)
H  1.447  -1.238  -1.504
O  -0.456  -1.605  -0.924
Si  -1.085  1.212  -0.960
C  1.078  -2.170  2.093
H  -0.613  2.570  -1.179
H  -2.068  0.750  -1.936
H  0.253  -2.566  2.702
S  1.061  -0.538  2.248
C  0.441  -0.877  -1.230
O  0.364  0.426  -1.276
H  -1.479  0.931  0.414
H  2.117  -0.253  1.445

strongest force on any atom: 1.460 eV/Å
energy above the lowest of the compared OMol25 structures with the same formula, charge and spin: 212.5 kJ/mol
LUMO: -0.08 eV
frontier orbital gap: 8.77 eV
E_tot: -24976.54573 eV